Record 1
9
Properties=species:S:1:pos:R:3:forces:R:3 method="wB97M-V/def2-TZVPD" charge=+1 e_homo_ev=-17.06
C 0.94293 0.14188 -0.12943 -1.9882 -0.7674 -0.0453
C -1.80242 -0.84722 0.14766 -2.0381 -0.2355 -0.4311
N 0.50991 -0.91831 -0.39515 2.4124 -0.3956 -2.0023
N 1.12682 1.32753 0.31359 1.4132 -1.5663 -1.0087
O -2.05727 0.27827 0.03785 0.5849 0.2485 0.4009
O -1.65917 -1.99478 0.15757 0.1652 -0.1638 0.3602
H 0.40504 -1.63624 -1.20158 0.0664 1.6618 1.9745
H 2.01813 1.73076 0.29804 1.9439 0.3250 -0.2149
H 0.51602 1.91811 0.77144 -2.5598 0.8933 0.9666



Record 2
9
Properties=species:S:1:pos:R:3:forces:R:3 method="wB97M-V/def2-TZVPD" charge=+1 smiles="O=NCC=[N+]=O" e_homo_ev="-14.17 / -14.17"
O 0.84888 2.27060 -1.28957 0.4893 -2.5021 0.5859
N 1.10733 1.14461 -1.11799 -0.0890 2.0813 0.1726
C -0.08493 0.44936 -0.00322 -0.2526 0.0193 -3.7550
C 0.22555 -0.90747 0.44164 0.4232 0.2260 0.8108
N -0.27483 -1.96298 0.00813 -0.7283 -0.6555 -0.8891
O -0.73405 -2.90948 -0.45390 0.5564 0.8283 0.4803
H -0.69799 0.40548 -0.97004 -0.3158 0.1332 2.1223
H -0.26711 1.19432 0.74966 -0.3313 0.0536 0.2164
H 0.89536 -1.08348 1.27571 0.2479 -0.1841 0.2557



Record 3
9
Properties=species:S:1:pos:R:3:forces:R:3 method="wB97M-V/def2-TZVPD" charge=+1 e_homo_ev=-15.56
C -0.89899 -0.60036 0.03410 0.9237 -0.4110 -0.5212
C 1.15560 -0.15699 0.19970 0.7656 0.0218 -0.2553
N -1.41399 0.47361 -0.03004 -1.2271 0.6075 0.0533
N 2.24777 0.17105 0.00123 -3.9250 -1.2113 0.8027
O -1.22784 -1.81428 -0.01967 2.1669 -2.7400 -1.1912
O -0.82400 1.59939 0.29997 -1.2663 3.1355 0.5167
H -0.61064 -2.45820 -0.59026 -1.8019 2.0583 1.4885
H 3.13080 0.44153 -0.25540 2.4306 0.7544 -0.5309
H -1.55870 2.34424 0.36037 1.9334 -2.2152 -0.3627



Record 4
10
Properties=species:S:1:pos:R:3:forces:R:3 method="wB97M-V/def2-TZVPD" smiles="CP(C#N)[N+](=O)[O-]" e_homo_ev=-10.83
C -1.22787 -0.01951 0.74835 1.2191 -2.3980 0.0902
P 0.59701 -0.09483 0.70752 0.0485 0.0141 0.9554
C 1.03818 -1.45892 -0.31702 -0.2234 -1.0547 -0.1175
N 1.32115 -2.46800 -0.79866 -0.0484 0.4120 0.0622
N 0.92728 1.08873 -0.61844 -2.8892 3.3122 -0.0839
O 2.00525 1.08962 -1.09187 2.0391 -0.6571 -0.8474
O 0.09076 2.00976 -0.83493 0.9825 -1.8907 0.5647
H -1.41410 0.91880 0.37476 -0.9427 2.3131 -0.5682
H -1.67220 -0.77090 0.15596 -0.3077 -0.6554 -1.4818
H -1.66549 -0.29473 1.67434 0.1222 0.6046 1.4265



Record 5
10
Properties=species:S:1:pos:R:3:forces:R:3 method="wB97M-V/def2-TZVPD" charge=-1 e_homo_ev=-3.34
C 0.05844 0.49338 -1.27110 1.8798 -0.5321 -0.9458
C -1.21711 0.49504 -1.05225 -2.8741 1.1789 0.6041
N 1.03547 -0.21707 -0.50886 -0.8472 0.7300 -0.9568
N 2.27295 0.05471 -0.74938 2.0024 -0.0719 0.6655
O 3.11812 -0.37145 0.07447 -1.6362 0.3898 -1.2498
O -2.36871 0.74336 -0.94011 1.6427 -0.7952 -0.1873
S -0.26883 -0.90487 2.30252 1.0656 0.4737 1.4533
H 0.35681 0.93839 -2.23632 -0.0365 -0.2839 0.7126
H 0.68948 -0.58373 0.37590 0.1224 -0.5822 1.5880
H 0.68206 -0.52499 3.33072 -1.3189 -0.5071 -1.6840



Record 6
10
Properties=species:S:1:pos:R:3:forces:R:3 method="wB97M-V/def2-TZVPD" charge=-1 e_homo_ev="-2.46 / -3.35"
C 0.45756 -0.46464 0.10503 3.7660 0.5099 -1.0918
C -0.57179 0.49325 0.02598 1.0011 0.6530 1.0025
N 1.79026 0.04446 -0.11809 -2.1745 -0.6761 2.0407
N -1.82572 0.05025 -0.09680 -0.9144 0.0820 -0.3641
O 2.85316 -0.67646 -0.20411 0.4952 -1.1036 -0.3686
O -1.99134 -1.18780 -0.14508 -0.7128 -0.5956 -0.0055
O -2.79407 0.85374 -0.22571 0.2139 0.0004 0.2323
H 0.42197 -1.61799 0.08836 -0.2818 2.3669 -0.2247
H -0.41556 1.58939 0.20840 -0.2032 -1.3534 -0.5204
H 2.07552 0.91581 0.36201 -1.1897 0.1165 -0.7006



Record 7
10
Properties=species:S:1:pos:R:3:forces:R:3 method="wB97M-V/def2-TZVPD" charge=-1 e_homo_ev="-3.36 / -3.16"
C -0.65372 0.07050 0.18365 -3.2063 -0.1660 2.6879
C 0.64983 -0.13203 -0.15167 1.2864 -0.0218 -2.3334
N -1.54557 0.51985 -0.64589 -0.2433 0.5007 -1.2166
N 1.50624 -0.47466 0.77874 3.0389 -1.1011 1.0798
O -2.77002 0.75801 -0.52346 0.4287 -0.2019 0.0245
O 1.07577 -0.56523 1.94040 0.0356 -0.1367 1.4793
O 2.77099 -0.74660 0.56818 -2.1650 0.6317 -0.4863
H -0.98040 -0.22183 1.34859 0.6980 1.0319 -3.4627
H 0.93235 -0.09764 -1.18660 0.4786 0.0522 -0.0354
H -0.98548 0.88962 -2.31193 -0.3515 -0.5890 2.2630



Record 8
11
Properties=species:S:1:pos:R:3:forces:R:3 method="wB97M-V/def2-TZVPD" charge=-1 e_homo_ev=-4.75
C 0.45443 -0.72899 -1.16096 -1.9451 -0.3986 -1.0282
C -1.13882 0.84742 -0.11981 -1.7065 2.2315 1.8695
N 1.95557 -0.42432 0.72672 0.6802 0.7339 -0.0110
N 1.28969 -0.64705 1.58504 1.6436 -0.1285 -1.0481
O 0.70369 -0.97998 2.52897 -1.6087 -0.4062 1.9102
O 0.58378 0.20401 -1.89869 0.6287 2.2158 -0.9449
O 0.86870 -1.86318 -1.23203 -0.2748 -1.1857 1.5179
O -0.69370 -0.42082 -0.06568 1.5168 -1.7007 -0.2539
H -1.23051 1.49889 0.81789 0.7026 -1.3893 0.1361
H -2.14857 0.99188 -0.44759 -1.2712 -0.7188 -0.6316
H -0.64425 1.52214 -0.73385 1.6344 0.7465 -1.5159



Record 9
12
Properties=species:S:1:pos:R:3:forces:R:3 method="wB97M-V/def2-TZVPD" charge=-1 e_homo_ev=-4.96
C 0.14028 1.08677 -0.40377 -0.6997 -1.8321 -0.0408
C 1.97287 -0.10051 0.50461 0.1522 -0.8860 3.3561
N -2.40688 -0.81392 0.70496 1.0250 -0.7566 1.7303
N -2.00707 -0.90581 -0.42697 -0.6663 -0.9895 -0.3326
O -0.99250 0.83878 -0.82048 -0.8849 1.2029 -0.9859
O 0.68828 2.13838 -0.16255 1.1412 0.3453 0.2960
O -3.24592 -0.06618 -0.21718 -1.3371 0.9879 -0.9549
O -1.68361 -1.61631 -1.31523 0.4223 -0.0189 -0.2220
O 0.77464 -0.21600 -0.17152 0.0292 0.6819 -0.0943
H 2.26133 -1.11692 1.06114 -0.5735 1.6714 -1.6444
H 1.73223 0.57126 1.45259 1.3842 -0.6479 -2.0496
H 2.76635 0.20047 -0.20561 0.0074 0.2417 0.9421



Record 10
9
Properties=species:S:1:pos:R:3:forces:R:3 method="wB97M-V/def2-TZVPD" e_homo_ev="-8.04 / -7.12"
C 0.77976 -0.05325 -1.25386 2.3225 -2.0761 1.9181
C 0.43332 -0.52385 2.13710 1.6183 1.0552 -1.5665
N 1.30780 -0.57256 -0.13135 0.9054 -0.6260 -1.3296
N 0.67901 -0.67326 0.96453 -0.2682 0.5947 -0.0602
O -0.33364 0.53516 -1.23809 -2.8772 1.8788 -1.2088
P -1.46464 0.89377 -0.04667 -0.9520 1.0219 -0.3598
H 1.29621 -0.30701 -2.20757 -0.5532 0.6398 0.9119
H -0.28124 -1.08081 2.62423 -1.4744 -1.3115 1.3999
H -2.41658 1.78181 -0.84831 1.2787 -1.1768 0.2951



Record 11
9
Properties=species:S:1:pos:R:3:forces:R:3 method="wB97M-V/def2-TZVPD" smiles="C1=NP=NOC1" e_homo_ev="-9.23 / -9.23"
C -0.55511 0.78077 -0.45590 -1.8653 -1.6625 2.2136
N -1.76191 1.14616 -0.35737 0.5119 1.6765 0.1594
P -3.02762 0.30173 0.23709 0.4440 -1.2062 -0.1821
N -2.42806 -1.16501 -0.14680 -0.6035 -0.0332 0.6994
O -1.11451 -1.33370 -0.39108 0.5649 -1.1975 0.4797
C -0.10440 -0.48158 0.22290 -5.8436 3.4430 1.9469
H 0.03506 1.18533 -1.13941 2.6346 2.1110 -3.0606
H 0.75172 -0.82330 -0.11986 4.1470 -1.7231 -1.1515
H -0.19858 -0.22806 1.33439 0.0100 -1.4080 -1.1048



Record 12
8
Properties=species:S:1:pos:R:3:forces:R:3 method="wB97M-V/def2-TZVPD" smiles=c1cn[nH]n1 e_homo_ev=-10.26
C -0.69800 0.69116 0.24260 -0.0054 0.0310 0.0080
C -0.75114 -0.61273 -0.27815 0.0131 -0.0284 -0.0962
N 0.48969 -1.07618 -0.38163 -0.1053 0.2218 -0.0151
N 1.22061 -0.07393 0.06211 0.2395 0.0076 -0.0360
N 0.57695 1.01187 0.44349 -0.1601 -0.2066 -0.0512
H -1.48571 1.39289 0.47947 0.1119 -0.1550 -0.0784
H -1.57980 -1.21638 -0.61619 0.0149 0.1170 0.1793
H 2.22739 -0.11671 0.04829 -0.1085 0.0126 0.0895



Record 13
8
Properties=species:S:1:pos:R:3:forces:R:3 method="wB97M-V/def2-TZVPD" e_homo_ev=-8.49
N 1.31116 -0.12275 0.46061 0.3119 0.1291 0.1700
C 0.25758 0.53945 -0.29109 -0.2565 0.0809 -0.1067
N -0.92627 0.09514 -0.22749 -0.1714 -0.0931 0.1361
C -2.07637 -0.26415 0.03126 0.4846 0.0925 -0.1634
N 2.33076 0.42426 0.82849 -0.4223 -0.3203 -0.2500
H 1.07852 -1.12130 0.66402 0.0300 0.1315 0.0899
H 0.54137 1.44558 -0.81078 -0.0600 -0.0771 0.1067
H -2.51674 -0.99623 -0.65501 0.0837 0.0565 0.0175



Record 14
8
Properties=species:S:1:pos:R:3:forces:R:3 method="wB97M-V/def2-TZVPD" e_homo_ev=-9.02
N -0.68467 0.27390 0.76888 0.0227 -0.3057 -0.0705
N 0.57250 0.03293 1.03513 -0.1316 -0.0443 -0.2622
C 1.15913 -0.18290 -0.13344 0.3885 0.1401 0.0266
C 0.29974 0.03684 -1.24775 0.5825 0.0388 0.2901
N -0.87341 0.38325 -0.61929 0.3281 -0.4692 -0.3476
H -1.27116 0.73008 1.45962 0.0682 -0.0567 -0.3521
H 2.17530 -0.53522 -0.18554 0.0965 0.2033 0.1923
H -1.33554 -0.40343 -1.11071 -1.3550 0.4937 0.5233



Record 15
8
Properties=species:S:1:pos:R:3:forces:R:3 method="wB97M-V/def2-TZVPD" e_homo_ev=-8.69
N -0.85489 -0.05139 0.20654 -0.0167 -0.3114 -0.0167
C 0.39919 0.63724 0.00327 0.0592 -0.0637 -0.0341
C 1.28713 -0.43418 -0.55642 -0.3878 -0.0795 0.1664
N 0.50050 -1.55857 -0.51448 0.2324 0.1663 -0.1030
N -0.72708 -1.29573 -0.08423 -0.0427 0.3463 0.0105
H -1.75404 0.27562 0.53036 0.1151 -0.0094 0.0222
H 0.29468 1.56342 -0.56293 0.0689 -0.1249 -0.0229
H 0.85452 0.86360 0.97789 -0.0284 0.0762 -0.0225



Record 16
9
Properties=species:S:1:pos:R:3:forces:R:3 method="wB97M-V/def2-TZVPD" smiles=Oc1ncn[nH]1 e_homo_ev=-9.74
O 1.50289 1.20990 0.48299 0.0439 -0.0436 0.0335
C 0.50722 0.41949 0.05418 -0.2164 -0.1642 0.1209
N 0.24138 -0.02559 -1.14960 0.0918 0.0161 0.2946
C -0.90315 -0.74069 -0.93289 -0.2074 -0.1449 -0.0186
N -1.34447 -0.75357 0.30545 0.0411 0.0821 -0.3252
N -0.40830 -0.00766 0.93614 0.0384 0.2262 0.0922
H 2.33840 0.90122 0.11950 0.0569 0.0852 -0.2470
H -1.43706 -1.25683 -1.71972 0.1460 0.0632 0.0901
H -0.49689 0.25374 1.90393 0.0058 -0.1202 -0.0406



Record 17
9
Properties=species:S:1:pos:R:3:forces:R:3 method="wB97M-V/def2-TZVPD" smiles=On1ccnn1 e_homo_ev=-10.16
O -1.96516 -0.00736 -0.14114 -0.0032 -0.6948 2.4432
N -0.58476 -0.01761 -0.02356 -0.4741 0.3463 1.1137
C 0.16640 1.11356 0.09676 -2.3381 1.2301 -1.8223
C 1.40547 0.62680 -0.05441 2.5022 -1.2679 1.0827
N 1.38497 -0.77385 -0.01694 -0.6740 1.7388 0.2204
N 0.14664 -1.11816 0.05055 -0.9103 -0.8284 -0.9919
H -2.32891 -0.15823 0.80797 0.8797 0.2630 -2.1911
H -0.40073 2.08389 -0.01744 1.2918 -1.2165 0.3857
H 2.39175 1.05838 0.01419 -0.2740 0.4295 -0.2404



Record 18
9
Properties=species:S:1:pos:R:3:forces:R:3 method="wB97M-V/def2-TZVPD" smiles="[H]/N=C(/C#N)NO" e_homo_ev=-10.74
H 1.08805 1.90992 -0.03101 1.5234 -0.0804 -0.0394
N 0.14116 1.63462 -0.02413 -1.7812 -1.7589 0.3765
C -0.09397 0.38289 0.07149 0.7997 0.6649 -0.3813
C -1.46001 -0.09172 0.03938 -2.9097 -0.9815 -0.3112
N -2.52755 -0.55542 -0.06631 2.3490 1.0374 0.3096
N 0.74754 -0.76761 0.18613 0.7163 1.5898 0.0513
O 2.08349 -0.45990 -0.18073 -1.0534 0.4087 -0.9186
H 0.46862 -1.48659 -0.44878 -0.5076 -0.5636 -0.3109
H 2.57124 -0.67234 0.59049 0.8634 -0.3164 1.2240



Record 19
10
Properties=species:S:1:pos:R:3:forces:R:3 method="wB97M-V/def2-TZVPD" smiles="[H]/N=N/C(=O)C(N)=O" e_homo_ev="-8.49 / -8.49"
H -2.08282 1.89251 -0.65060 0.5345 -2.3010 0.9548
N -1.76720 1.14021 0.11398 -1.6964 2.0077 0.5354
N -1.70727 -0.04558 -0.22450 0.7313 -0.1389 -1.1356
C -0.60081 -0.78887 0.10013 -2.1733 0.1715 -0.4823
O -0.46804 -1.98338 0.17303 0.3726 -0.4055 0.1775
C 0.54786 0.21745 0.12691 0.4197 -0.3167 -0.2132
N 1.71353 -0.44578 -0.01211 -0.3293 2.5515 0.5542
O 0.24641 1.38531 0.26713 2.0169 0.3843 -0.2953
H 1.51934 -1.42039 -0.03675 0.7420 -1.0945 0.0930
H 2.59900 0.04853 0.14278 -0.6180 -0.8585 -0.1884



Record 20
10
Properties=species:S:1:pos:R:3:forces:R:3 method="wB97M-V/def2-TZVPD" smiles="Nn1ocnc1=O" e_homo_ev=-10.22
N -1.76005 -0.01605 -0.65263 -2.1102 -2.0843 -2.7499
N -0.47254 -0.48139 -0.42432 -1.6984 -2.0898 -1.1227
O -0.31580 -1.21707 0.88999 -0.2392 1.8275 -1.9437
C 0.63508 -0.47195 1.43353 0.7385 0.0595 2.0637
N 1.03953 0.64254 0.86412 0.2307 -3.4279 -0.0486
C 0.55452 0.42012 -0.45483 1.4261 6.2661 -2.0731
O 0.86554 1.19053 -1.43220 -1.6091 -3.6987 3.3916
H -1.77886 0.96186 -0.86004 0.5148 0.8235 0.3591
H -2.37175 -0.44592 -1.57743 2.9632 0.7758 3.3791
H 0.96645 -1.00837 2.39276 -0.2163 1.5483 -1.2555



Going through the records in order, we get ΔE to the lowest compared entry with this formula, charge and spin values of 0.812; 7.401; 5.055; 4.299; 2.885; 6.196; 8.684; 0.463; 2.415; 5.241; 3.213; 0.581; 4.877; 3.727; 4.198; 0.383; 3.409; 2.700; 3.335; 4.445 eV.